# C24H35BN5O8Pb

A molecular structure, C24H35BN5O8Pb (the ωB97M-V functional and the def2-TZVPD basis, the OMol25 dataset).

The net charge is +1. The frontier orbital gap comes out at 6.8387 eV.

Element x y z (Å)
H: -6.53103 -1.17615 -3.53150
H: 5.58801 -1.89542 -1.87967
C: -5.28153 -2.73868 -4.47960
H: 3.45803 0.26567 -1.42863
C: 3.08382 -1.82073 -3.57374
C: -3.68629 3.52928 -2.92997
H: 3.48954 -3.21655 1.07719
H: 2.07363 1.18521 7.03808
H: 1.28512 -2.89252 3.14719
N: -1.44642 2.31336 6.86671
C: 4.00543 -0.63423 -1.14261
C: 2.58836 2.14651 0.95406
C: 2.42475 0.86884 1.80433
C: 0.32861 2.27535 4.97640
C: -0.26933 -0.33429 -1.18919
C: 2.92767 -4.90844 2.26318
H: -4.52281 3.66831 -0.83455
N: 2.04386 -2.30153 -3.52450
O: 0.88124 0.07199 -0.79494
H: 3.84525 -5.49860 2.26144
C: -4.87742 -1.58357 -2.23442
H: 5.87167 -0.30873 -2.28346
H: 2.26164 -5.43562 1.57228
H: 2.16019 3.58038 5.11289
H: 0.30089 1.27698 4.53099
N: -2.72520 -2.96207 -1.91441
C: -3.97764 4.87824 -3.53632
H: -6.00490 -2.83853 -5.28548
C: 1.81321 -2.62799 2.23188
C: -3.68790 -2.36699 -2.09684
B: 0.68555 0.96669 0.37399
C: 2.20189 2.24325 6.81370
H: 3.89205 -3.05199 2.76176
H: 2.38757 1.97122 4.64501
H: -3.83967 4.79377 -4.61363
O: -0.43616 -1.23195 -1.99311
H: -6.60333 -2.71922 -2.76647
O: 1.22813 0.37442 1.58261
H: 3.22609 2.57684 6.96766
H: 0.08793 2.95538 4.15852
C: 0.90472 -2.90988 1.11040
O: -2.56079 0.32904 -0.56607
O: 3.43099 2.96498 1.14774
C: -3.60116 3.50677 -1.39531
H: 5.04697 -1.96348 -4.15606
H: 2.47031 -5.20541 3.21392
H: -5.38857 -1.62242 -1.26742
C: 1.81592 2.57467 5.35249
Pb: -0.22604 -3.67788 -2.37784
H: -4.66078 -0.52675 -2.39376
C: 4.42345 -1.25767 -3.60710
O: -0.75775 1.18713 0.45448
H: -3.37969 2.47554 -1.10127
H: -4.91516 5.26279 -3.13472
C: -2.48979 4.26365 -0.78088
O: 1.49521 2.22746 0.18739
H: -3.22978 5.61599 -3.23254
H: -4.38105 -2.26573 -4.87843
H: -4.91453 -3.70786 -4.13341
H: -2.69925 3.20336 -3.27534
H: 2.03033 -1.56323 2.09691
C: -1.37805 0.43637 -0.43923
H: 4.58083 -0.44687 -0.23702
N: -1.64312 4.83999 -0.26178
H: 1.55595 2.78705 7.50356
C: 3.11665 -3.40743 2.08711
N: 0.18970 -3.18564 0.25309
H: 4.34403 -0.29312 -4.11156
H: 3.26186 -1.42407 -1.03996
C: -5.92150 -2.04366 -3.28404
O: 3.22070 0.44487 2.59914
H: -4.35955 2.73414 -3.25522
C: -0.66980 2.25677 6.02222
C: 5.03828 -1.00737 -2.20630